55
Properties=species:S:1:pos:R:3 method="wB97M-V/def2-TZVPD" total_charge=-1 e_above_lowest_kcal_mol=84.1 orbital_gap_ev=7.748 largest_force_ev_per_a=7.14
C -0.3065 -1.4921 -1.3906
O 0.2900 -0.4370 -0.9746
C 0.4315 -2.8342 -1.2370
C 0.0886 -3.6314 0.1548
C 0.8516 -2.5925 0.9432
C 0.6214 -2.5056 2.3013
C 1.4960 -1.7582 3.1098
C 2.6302 -1.1362 2.7325
H -1.3706 -1.4891 -0.9134
H -0.7921 -1.5516 -2.3641
H 1.5225 -2.6344 -1.0627
H 0.1555 -3.5262 -1.9517
H 0.4530 -4.7147 0.0631
H -1.0295 -3.7044 0.3462
H 1.6183 -1.8581 0.4681
H -0.3095 -2.9425 2.7546
H 1.2633 -1.9918 4.1085
H 2.7517 -1.1165 1.6353
H 3.3910 -0.5587 3.3377
H 1.0783 1.3467 -1.2240
H 1.5055 2.7747 -1.7716
O 1.7439 1.8709 -1.6401
H 1.9954 1.8924 0.5133
H 2.5839 0.9859 1.7638
O 2.7464 1.4909 1.0181
H -2.9316 -2.6503 -1.9658
H -3.5411 -1.3596 -2.4355
O -3.1615 -2.0995 -2.6712
H -1.6102 2.1865 0.5732
H -2.3254 3.2067 1.4927
O -2.5914 2.6804 0.7344
H 0.4213 2.3845 1.2565
H 1.5144 3.0916 1.8201
O 0.7050 3.2741 1.3599
H -3.1011 -0.9992 1.0342
H -4.0282 -1.8139 2.0004
O -3.1549 -1.6900 1.7105
H -4.1953 1.1172 -0.6835
H -3.8495 1.4098 0.6641
O -4.4777 0.8839 0.1580
H 4.7841 -0.2168 -1.0049
H 3.8765 0.4983 -0.0458
O 4.7975 0.1683 -0.2003
H -2.8728 2.6931 -1.0607
H -1.6366 2.5386 -1.8927
O -2.5870 2.6108 -1.9569
H -1.0790 4.2195 -0.9376
H 0.2451 4.4152 -0.6712
O -0.3580 4.3575 -1.4244
H 2.2456 0.0217 -2.2315
H 2.5373 -0.1596 -3.7222
O 2.6337 -0.6813 -2.9085
H -0.9077 0.5561 1.4553
H -0.1687 0.3423 0.0192
O -0.5926 1.1278 0.8136